Record 1
{
  "formula": "C6H31NO10",
  "method": "the ωB97M-V functional and the def2-TZVPD basis",
  "species": ["C", "C", "C", "C", "C", "N", "C", "O", "H", "H", "H", "H", "H", "H", "H", "H", "H", "H", "H", "H", "H", "O", "H", "H", "O", "H", "H", "O", "H", "H", "O", "H", "H", "O", "H", "H", "O", "H", "H", "O", "H", "H", "O", "H", "H", "O", "H", "H"],
  "coordinates": [[2.509, 1.521, -0.759], [1.186, 1.552, -0.624], [0.493, 1.687, 0.687], [-0.626, 0.721, 1.063], [-0.463, 0.122, 2.468], [-0.821, -0.399, 0.091], [-1.874, -0.052, -0.898], [-3.049, 0.472, -0.322], [3.240, 1.436, 0.037], [2.932, 1.483, -1.757], [0.660, 1.278, -1.529], [0.181, 2.712, 0.892], [1.272, 1.608, 1.453], [-1.594, 1.218, 1.103], [-0.549, 0.863, 3.261], [-1.359, -0.488, 2.597], [0.391, -0.526, 2.620], [-1.162, -1.266, 0.488], [-1.457, 0.510, -1.728], [-2.185, -1.011, -1.331], [-3.344, -0.101, 0.394], [-2.560, -2.367, 1.429], [-3.245, -3.036, 1.491], [-1.799, -2.680, 1.947], [0.929, -1.322, -1.885], [1.829, -0.968, -1.822], [0.553, -0.745, -1.163], [0.034, -3.261, 1.829], [0.523, -3.540, 2.603], [0.317, -3.742, 1.035], [-0.516, 0.219, -4.080], [-0.136, -0.307, -3.359], [-0.020, 1.042, -3.998], [0.171, 4.249, -1.159], [-0.746, 4.532, -1.241], [0.614, 4.880, -0.588], [1.999, 1.391, 3.725], [1.508, 0.718, 4.211], [2.620, 0.826, 3.248], [0.967, -3.626, -0.543], [1.195, -2.709, -0.330], [0.311, -3.476, -1.236], [-2.582, 3.212, -0.722], [-3.405, 3.016, -0.271], [-2.069, 2.404, -0.741], [3.345, -2.495, -2.116], [2.974, -3.198, -1.577], [2.805, -2.358, -2.895]],
  "e_above_lowest_ev": 2.4952,
  "smiles": "C=CC[C@H](C)NCO.O.O.O.O.O.O.O.O.O"
}

---

Record 2
{
  "formula": "C6H31NO10",
  "method": "the ωB97M-V functional and the def2-TZVPD basis",
  "species": ["C", "N", "C", "C", "C", "C", "C", "O", "H", "H", "H", "H", "H", "H", "H", "H", "H", "H", "H", "H", "H", "O", "H", "H", "O", "H", "H", "O", "H", "H", "O", "H", "H", "O", "H", "H", "O", "H", "H", "O", "H", "H", "O", "H", "H", "O", "H", "H"],
  "coordinates": [[-1.414, -1.342, -2.245], [-0.091, -1.911, -1.914], [0.350, -1.460, -0.567], [1.791, -1.670, -0.219], [2.022, -2.650, 1.010], [1.855, -1.981, 2.347], [2.584, -0.705, 2.393], [2.109, 0.353, 2.717], [-2.188, -2.055, -2.382], [-1.846, -0.687, -1.462], [-1.211, -0.741, -3.146], [-0.085, -2.926, -1.803], [-0.229, -2.034, 0.197], [0.104, -0.382, -0.421], [2.227, -2.354, -0.953], [2.494, -0.804, -0.246], [3.025, -3.105, 0.938], [1.471, -3.552, 0.744], [0.835, -1.742, 2.596], [2.194, -2.618, 3.197], [3.636, -0.705, 1.969], [-2.638, 2.740, -1.176], [-2.874, 1.892, -0.779], [-3.467, 3.231, -1.121], [1.915, -0.592, -3.532], [2.594, -0.939, -2.939], [1.086, -1.074, -3.453], [0.823, 1.263, -1.877], [0.135, 0.735, -2.300], [1.631, 0.767, -2.026], [-0.759, 3.111, -3.568], [-0.797, 3.061, -2.608], [0.110, 2.772, -3.808], [-2.388, -1.633, 2.110], [-1.616, -1.075, 1.966], [-2.113, -2.270, 2.776], [2.096, 2.803, 1.112], [2.346, 2.151, 1.779], [1.224, 2.540, 0.777], [-3.631, 0.433, 2.912], [-3.703, -0.014, 2.059], [-2.670, 0.483, 2.929], [-0.570, 2.189, 0.191], [-1.441, 2.528, 0.385], [-0.436, 2.034, -0.762], [-1.681, 2.410, 2.410], [-0.779, 2.758, 2.548], [-2.030, 2.767, 3.247]],
  "e_above_lowest_ev": 3.3480,
  "smiles": "CNCCCCC=O.O.O.O.O.O.O.O.O.O"
}

---

Record 3
{
  "formula": "C6H31NO10",
  "method": "the ωB97M-V functional and the def2-TZVPD basis",
  "species": ["C", "C", "C", "C", "C", "C", "N", "H", "H", "H", "H", "H", "H", "H", "H", "H", "H", "H", "O", "H", "H", "O", "H", "H", "O", "H", "H", "O", "H", "H", "O", "H", "H", "O", "H", "H", "O", "H", "H", "O", "H", "H", "O", "H", "H", "O", "H", "H"],
  "coordinates": [[3.635, -0.764, 0.348], [2.785, 0.437, 0.576], [1.497, 0.513, 0.256], [0.621, 1.679, 0.557], [-0.015, 2.207, -0.698], [-1.051, 1.566, -1.268], [-1.759, 2.113, -2.365], [3.345, -1.263, -0.610], [4.699, -0.511, 0.275], [3.497, -1.513, 1.116], [3.335, 1.270, 1.091], [0.968, -0.319, -0.248], [-0.156, 1.359, 1.302], [1.207, 2.449, 1.111], [0.401, 3.133, -1.046], [-1.487, 0.617, -0.852], [-1.272, 2.729, -2.914], [-2.395, 1.506, -2.887], [-1.861, -0.994, 1.007], [-2.541, -0.302, 1.010], [-1.672, -1.199, 0.074], [2.246, 0.908, -2.551], [1.508, 1.436, -2.265], [2.933, 0.972, -1.800], [1.130, -1.524, -2.602], [1.558, -0.621, -2.604], [1.202, -1.888, -3.493], [-1.346, -1.611, -1.551], [-0.497, -1.341, -1.958], [-1.162, -2.597, -1.368], [0.390, -3.664, -1.030], [0.879, -3.023, -1.515], [0.473, -3.410, -0.062], [-3.665, 0.979, 0.802], [-3.330, 1.899, 0.651], [-4.292, 1.073, 1.520], [-0.713, -0.040, 3.244], [-1.233, -0.415, 3.917], [-1.137, -0.333, 2.377], [1.716, -1.140, 3.211], [0.858, -0.637, 3.348], [2.255, -0.486, 2.766], [-2.751, 3.441, 0.265], [-2.696, 3.328, -0.689], [-1.868, 3.448, 0.601], [0.311, -2.582, 1.434], [0.970, -2.203, 2.011], [-0.461, -2.108, 1.394]],
  "e_above_lowest_ev": 0.9331,
  "smiles": "C/C=C/C/C=C/N.O.O.O.O.O.O.O.O.O.O"
}

---

Record 4
{
  "formula": "C6H32AsF6N12O10",
  "method": "the ωB97M-V functional and the def2-TZVPD basis",
  "species": ["As", "F", "F", "F", "F", "F", "F", "C", "O", "N", "N", "H", "H", "H", "H", "C", "O", "N", "N", "H", "H", "H", "H", "C", "O", "N", "N", "H", "H", "H", "H", "C", "O", "N", "N", "H", "H", "H", "H", "C", "O", "N", "N", "H", "H", "H", "H", "C", "O", "N", "N", "H", "H", "H", "H", "O", "H", "H", "O", "H", "H", "O", "H", "H", "O", "H", "H"],
  "coordinates": [[-1.049, 0.154, -0.286], [0.608, -0.531, -0.082], [-0.681, 0.755, -1.918], [-2.756, 0.715, -0.393], [-1.284, -0.270, 1.471], [-0.560, 1.755, 0.376], [-1.508, -1.488, -0.884], [3.663, 1.439, 1.347], [4.178, 0.369, 1.534], [4.228, 2.573, 1.636], [2.349, 1.506, 1.129], [5.236, 2.579, 1.692], [3.713, 3.430, 1.494], [1.893, 2.352, 0.819], [1.933, 0.586, 1.156], [3.454, -1.738, -2.108], [2.738, -1.958, -3.050], [3.127, -1.326, -0.946], [4.745, -1.879, -2.091], [2.172, -1.284, -0.620], [3.910, -1.022, -0.384], [5.242, -1.954, -2.967], [5.226, -2.023, -1.215], [-0.126, -0.540, 5.286], [-0.468, -1.696, 5.327], [0.182, 0.216, 6.255], [0.015, 0.099, 4.148], [0.445, 1.179, 6.099], [0.346, -0.217, 7.152], [-0.237, 1.057, 3.950], [-0.157, -0.525, 3.373], [-3.348, 3.881, -1.285], [-2.861, 4.813, -1.921], [-3.177, 3.724, -0.029], [-4.143, 2.990, -1.758], [-3.357, 2.867, 0.475], [-2.476, 4.351, 0.337], [-4.495, 3.125, -2.695], [-4.349, 2.181, -1.191], [1.947, -4.593, -0.043], [1.861, -5.618, -0.679], [1.049, -3.704, 0.151], [3.013, -4.399, 0.668], [1.354, -3.058, 0.865], [0.140, -3.928, -0.228], [3.736, -5.098, 0.570], [2.964, -3.671, 1.365], [-4.117, -0.957, -3.499], [-4.821, -1.586, -4.293], [-2.901, -0.675, -3.697], [-4.534, -0.354, -2.438], [-2.431, -0.148, -2.975], [-2.527, -0.695, -4.634], [-3.983, 0.418, -2.089], [-5.541, -0.423, -2.471], [1.758, 3.560, -2.706], [1.407, 2.769, -2.297], [1.909, 3.312, -3.618], [-3.578, -0.843, 2.240], [-4.039, -0.080, 2.587], [-2.706, -0.516, 2.017], [-1.324, -4.517, -1.244], [-2.253, -4.652, -1.056], [-1.234, -3.570, -1.341], [0.700, 4.226, 0.238], [0.425, 3.722, -0.528], [1.355, 4.837, -0.099]],
  "total_charge": -2,
  "multiplicity": 2,
  "s_squared": 0.75
}

---

Record 5
{
  "formula": "C6H32NO9S",
  "method": "the ωB97M-V functional and the def2-TZVPD basis",
  "species": ["C", "C", "S", "N", "C", "C", "C", "C", "H", "H", "H", "H", "H", "H", "H", "H", "H", "H", "H", "H", "H", "H", "H", "H", "O", "H", "H", "O", "H", "H", "O", "H", "H", "O", "H", "H", "O", "H", "H", "O", "H", "H", "O", "H", "H", "O", "H", "H", "O"],
  "coordinates": [[0.641, -0.119, -1.965], [2.011, -0.358, -2.667], [3.179, 0.831, -1.951], [0.486, -0.790, -0.663], [-0.586, -1.761, -0.582], [-0.855, -2.298, 0.816], [-1.153, -1.244, 1.944], [-2.122, -3.205, 0.761], [-0.088, -0.413, -2.697], [0.464, 0.958, -1.855], [2.346, -1.371, -2.506], [1.912, -0.060, -3.717], [1.478, -0.988, -0.331], [-0.369, -2.607, -1.264], [-1.455, -1.225, -0.987], [-0.071, -2.953, 1.153], [-0.279, -0.580, 2.128], [-1.193, -1.746, 2.937], [-2.049, -0.723, 1.659], [-3.066, -2.782, 1.066], [-2.035, -4.160, 1.293], [-2.397, -3.347, -0.296], [0.030, 3.196, 3.379], [0.102, 1.938, 2.606], [-0.548, 2.450, 3.167], [-2.812, 1.630, -0.467], [-2.983, 1.124, -1.871], [-2.527, 0.898, -1.050], [0.899, 0.358, 1.206], [0.863, 1.945, 0.802], [1.102, 1.287, 1.496], [3.479, -1.182, 0.699], [3.561, -1.490, -0.763], [3.163, -1.857, 0.045], [3.364, 1.178, 1.427], [4.219, 0.851, 0.386], [4.216, 0.688, 1.376], [1.879, 2.614, -1.568], [2.592, 3.552, -0.578], [1.756, 3.100, -0.727], [-0.878, 4.042, -0.895], [-1.077, 3.448, 0.581], [-1.480, 3.914, -0.159], [-2.150, -1.484, -2.983], [-0.807, -1.253, -3.593], [-1.733, -1.347, -3.845], [-3.505, 0.123, 2.421], [-2.405, 0.930, 3.353], [-3.118, 0.288, 3.276]],
  "total_charge": -1,
  "e_above_lowest_ev": 2.6669
}

---

no.,electronic energy (eV)
1,-28689.1162
2,-28688.2634
3,-28690.6782
4,-122248.8031
5,-37495.2847